--- one ---
Molecular formula: C7H14S
Method: DFT, the ωB97M-V functional and the def2-TZVPD basis

Structure (XYZ):
```
22
Properties=species:S:1:pos:R:3
H -1.81732 -0.41661 1.74338
H 1.81493 -2.16060 -1.63795
C 1.17819 -1.24967 -1.57634
H -0.87228 0.72842 -2.16377
C -1.64010 0.18421 -0.26391
C 1.24605 -1.30742 0.90976
H 0.50994 -1.03543 1.72179
H 1.04663 2.48828 1.79078
C 1.02805 -0.56339 -0.31300
C 0.88929 1.46995 1.53694
H 0.25732 -1.61306 -1.91491
H 1.66031 -0.60333 -2.30624
C -2.24495 0.12666 0.90919
S 1.33651 1.14636 -0.21526
H -1.71058 2.02997 -1.25641
H -0.20566 1.19313 1.57933
H 1.06047 -2.34348 0.53014
C -1.76145 0.88839 -1.55678
H -2.59681 0.74362 -2.16437
H 2.29683 -1.28223 1.35952
H 1.74745 0.96426 2.06590
H -3.22281 0.61197 1.22221
```

Computed properties:
- E_HOMO (alpha / beta) (eV) = -6.6062 / -7.7395
- spin multiplicity = 1
- LUMO (alpha / beta) (eV) = 0.408 / 0.608
- net charge = 0
- orbital gap (alpha / beta) (eV) = 7.01 / 8.35

***

--- two ---
Molecular formula: C7H14S
Method: DFT, the ωB97M-V functional and the def2-TZVPD basis

Structure (XYZ):
```
22
Properties=species:S:1:pos:R:3
C -0.05909 -1.00422 1.15179
H 2.05011 -0.29872 0.65380
H 0.16937 -1.18997 2.24210
C 1.03425 1.95682 -0.58877
C -2.07222 0.38512 0.63592
H -2.58354 -0.12265 1.51242
H -0.64466 -1.86985 0.79346
H -2.34446 1.42545 0.58837
C 1.10504 -0.65066 0.16292
H 1.68012 2.26785 0.29157
H 0.40706 2.75500 -1.02204
H 1.82842 -2.49157 -0.28882
H 0.81826 -1.94112 -1.58074
H -0.37235 1.13504 1.56680
C -0.63161 0.35585 0.86351
H -3.82635 0.10093 -0.89584
H 2.48118 -1.31041 -1.36413
H -0.07483 0.28956 -1.31980
H 1.72469 1.68217 -1.37103
C 1.57573 -1.60795 -0.84542
S -2.63238 -0.47474 -0.82902
C 0.36724 0.60806 -0.35706
```

Computed properties:
- E_HOMO (eV) = -8.8479
- spin multiplicity = 1
- LUMO (eV) = 0.857
- net charge = 0
- SMILES = C[C@@H]1[C@@H](CS)C[C@H]1C
- orbital gap (eV) = 9.70

***

Least stable = one

***

--- one ---
Molecular formula: C5H12N
Method: DFT, the ωB97M-V functional and the def2-TZVPD basis

Structure (XYZ):
```
18
Properties=species:S:1:pos:R:3
C 0.38275 0.17213 -0.69953
H -0.84607 -3.06725 -0.44436
C -1.38207 0.27768 0.86132
H 0.51670 1.64883 0.94240
C 1.71095 -0.13034 -0.59282
H -2.00343 0.79282 1.63632
H 2.08594 0.44894 1.45976
H -0.66041 1.28421 -1.98498
C 2.52838 0.20345 0.47325
H 3.64416 0.18375 0.34896
C -0.31736 1.13269 0.29327
H -3.21756 0.02664 -0.01508
H -0.91046 -0.72229 1.28021
N -2.33039 -0.19756 -0.19785
H -0.36048 -0.47768 -1.31895
H 2.11201 -0.71028 -1.45392
H -0.90306 1.98984 -0.16085
H -0.04959 -2.85559 -0.42716
```

Computed properties:
- E_HOMO (eV) = -13.1044
- spin multiplicity = 1
- LUMO (eV) = -7.799
- net charge = +1
- orbital gap (eV) = 5.30

***

--- two ---
Molecular formula: C5H12N
Method: DFT, the ωB97M-V functional and the def2-TZVPD basis

Structure (XYZ):
```
18
Properties=species:S:1:pos:R:3
H -0.32555 -2.79584 -0.18716
H 1.81383 3.73935 3.50552
H -1.64084 -0.64976 -1.91682
C -1.11775 -2.09550 -0.44555
C -0.85237 -1.38558 -1.75492
H 0.00597 1.53316 -1.53093
H -2.07124 -2.61373 -0.43128
H 0.84050 2.50148 4.08143
H 1.02807 -0.52494 -2.61306
C 0.23872 0.63323 -0.94088
C 0.10369 0.77901 0.34614
C 0.51685 -0.66730 -1.66664
H 1.54702 2.39409 2.53738
H -1.12307 -1.32862 0.35117
N 1.62217 2.74696 3.47287
H 1.16103 -1.22989 -0.99524
H -0.87591 -2.07477 -2.59130
H -0.87110 1.03864 0.77925
```

Computed properties:
- E_HOMO (eV) = -12.4859
- spin multiplicity = 1
- LUMO (eV) = -7.879
- net charge = +1
- orbital gap (eV) = 4.61

***

Least stable = one

***

--- one ---
Molecular formula: C5H12N
Method: DFT, the ωB97M-V functional and the def2-TZVPD basis

Structure (XYZ):
```
18
Properties=species:S:1:pos:R:3
C 0.74839 -0.41227 -1.36288
H -0.09446 -0.86897 1.89627
H -1.99832 -0.38825 -1.12562
H 0.87135 0.81254 1.95033
H -0.12276 -0.62879 -1.94616
H -0.76709 2.04124 0.35822
H 1.58737 -1.04244 -1.39808
H 2.01646 -0.40591 1.02659
H -2.59070 1.46439 -1.00096
H 0.22013 -2.07132 0.74445
C -1.96521 0.63801 -0.75226
H -1.30612 -1.36935 0.71575
C 1.33477 0.51088 1.02256
C -0.92495 0.98213 -0.02070
H 1.07898 0.48957 -1.77582
H 1.90150 1.35473 0.69090
N -0.25089 -1.17210 0.90014
C 0.26152 0.06590 0.07724
```

Computed properties:
- E_HOMO (eV) = -14.6761
- spin multiplicity = 1
- LUMO (eV) = -3.412
- net charge = +1
- SMILES = C=CC(C)(C)[NH3+]
- orbital gap (eV) = 11.26

***

--- two ---
Molecular formula: C5H12N
Method: DFT, the ωB97M-V functional and the def2-TZVPD basis

Structure (XYZ):
```
18
Properties=species:S:1:pos:R:3
C 1.10717 -0.04306 1.18795
H 2.07489 0.39771 1.40445
H -0.02360 1.69143 0.48758
H -1.00564 1.54663 -1.19749
C -1.17904 -0.34450 0.51643
H 1.59917 -1.49780 -0.27228
C -0.13209 0.82279 1.23077
H -1.27175 -1.25967 1.24528
H -2.13810 0.11858 0.36334
H -1.39222 0.33353 -2.48712
H -0.62161 -1.60452 -1.38388
C -0.29105 -0.57333 -0.82329
H 1.67327 0.23126 -0.81800
C -0.73438 0.62334 -1.68407
H 0.99673 -1.01491 1.90055
H 0.06604 0.99948 -2.38052
H -0.39891 1.09331 2.29045
N 1.11685 -0.56378 -0.24558
```

Computed properties:
- E_HOMO (eV) = -15.5536
- spin multiplicity = 1
- LUMO (eV) = -3.419
- net charge = +1
- SMILES = C[C@@H]1CCC[NH2+]1
- orbital gap (eV) = 12.13

***

--- three ---
Molecular formula: C5H12N
Method: DFT, the ωB97M-V functional and the def2-TZVPD basis

Structure (XYZ):
```
18
Properties=species:S:1:pos:R:3
C -1.34328 0.30778 2.57759
N 0.58514 1.19607 -1.86985
H 1.43696 1.78281 -1.66741
H -2.06548 -0.28100 3.30776
C 0.69494 -0.98523 -0.39031
H 0.33396 1.03963 0.44412
H 0.10813 -1.94064 -0.56986
H -0.57968 0.59847 3.27276
H -0.20810 -0.74572 -2.43748
H -1.13601 -1.59118 1.35417
H -0.12741 1.36903 -1.14374
C -0.82567 -0.51704 1.40265
H 1.66375 -1.20862 0.00710
C 0.07351 -0.04298 0.55160
H -1.71210 1.08371 2.04790
C 0.76002 -0.33250 -1.85581
H 1.61411 -0.62619 -2.44165
H 0.41873 1.56702 -2.79903
```

Computed properties:
- E_HOMO (eV) = -13.3048
- spin multiplicity = 1
- LUMO (eV) = -3.692
- net charge = +1
- SMILES = C/C=C/CC[NH3+]
- orbital gap (eV) = 9.61

***

Least stable = three

***

--- one ---
Molecular formula: C5H12N
Method: DFT, the ωB97M-V functional and the def2-TZVPD basis

Structure (XYZ):
```
18
Properties=species:S:1:pos:R:3
H -1.05352 -0.75648 2.08834
H -2.78058 -0.55839 0.08338
H 3.19811 0.35889 0.00326
H 0.85959 1.55580 -1.14252
N -1.05552 -0.00556 1.36911
C 1.16716 -0.35723 -0.52358
C -1.63282 -0.55753 0.00690
H -0.16722 0.30819 1.07304
H -1.60576 1.43208 -0.62255
C 2.37455 -0.19506 0.42254
H -1.38359 0.29822 -1.99248
H 2.87694 -1.18271 0.54173
H 2.17303 0.32544 1.34539
H -1.25418 -1.54592 -0.20891
C 0.36205 0.62252 -0.83620
H 1.19619 -1.32252 -0.95594
C -1.11500 0.53708 -0.97749
H -1.60601 0.82766 1.65048
```

Computed properties:
- E_HOMO (eV) = -12.8968
- spin multiplicity = 1
- LUMO (eV) = -3.409
- net charge = +1
- SMILES = C/C=C/CC[NH3+]
- orbital gap (eV) = 9.49

***

--- two ---
Molecular formula: C5H12N
Method: DFT, the ωB97M-V functional and the def2-TZVPD basis

Structure (XYZ):
```
18
Properties=species:S:1:pos:R:3
H -0.65924 1.40982 -1.63576
C -0.68635 1.08812 -0.60564
H 1.07626 0.11633 2.12890
H 1.43075 1.18078 -0.14934
C 0.82592 -1.97143 -0.19540
H -1.63960 1.57718 -0.27180
H -1.62813 -0.38910 -1.69298
C 0.15197 -1.30695 -1.15846
H 0.29223 -2.31236 0.69804
H 0.61332 -1.27251 -2.14723
N 0.35698 0.64493 1.63247
C -1.00377 -0.44855 -0.77078
H -0.16052 1.19326 2.32512
H 0.64452 2.50248 0.32940
C 0.45760 1.42516 0.29584
H 1.77793 -2.47276 -0.13278
H -1.63129 -0.82023 0.06326
H -0.21857 -0.14416 1.28713
```

Computed properties:
- E_HOMO (eV) = -13.5965
- spin multiplicity = 1
- LUMO (eV) = -3.562
- net charge = +1
- SMILES = C=CCCC[NH3+]
- orbital gap (eV) = 10.03

***

Least stable = one

***

--- one ---
Molecular formula: C5H12N
Method: DFT, the ωB97M-V functional and the def2-TZVPD basis

Structure (XYZ):
```
18
Properties=species:S:1:pos:R:3
H -3.36355 -0.16116 0.29596
C 0.38326 1.01024 -0.29158
H -3.08402 -1.66785 1.01770
H 1.57162 0.94387 -1.90257
C -1.44914 -0.43091 0.90067
H 2.21220 1.62074 -0.64694
H -0.33393 -0.87572 -0.93177
H 2.84811 -0.22176 0.46391
C -2.86575 -0.52891 1.09185
C 2.69863 -0.36319 -0.55288
H 0.31533 1.65446 0.56725
H 2.24036 -1.36585 -0.75534
N 1.67367 0.77997 -0.91116
C -0.75766 0.02763 -0.33393
H -1.56604 0.51290 -0.92045
H -3.24799 -0.32332 2.12851
H 3.57625 -0.03426 -1.05630
H -0.85133 -0.57688 1.83707
```

Computed properties:
- E_HOMO (alpha / beta) (eV) = -11.1061 / -13.2808
- spin multiplicity = 1
- LUMO (alpha / beta) (eV) = -4.915 / -3.418
- net charge = +1
- orbital gap (alpha / beta) (eV) = 6.19 / 9.86

***

--- two ---
Molecular formula: C5H12N
Method: DFT, the ωB97M-V functional and the def2-TZVPD basis

Structure (XYZ):
```
18
Properties=species:S:1:pos:R:3
C 1.88203 0.51381 0.47086
H 2.67503 1.14351 0.13545
H 0.58252 1.15535 -1.03931
N 0.60032 1.20457 0.05352
C -0.61684 0.41837 0.45876
H -1.41102 -1.56542 0.23317
H 1.83233 0.39172 1.51627
C -1.38634 1.04417 1.53954
C -0.19523 -2.28042 -2.15138
H -1.17541 -2.66493 -1.93741
H 0.61730 2.23992 0.27300
H -0.15699 -1.50995 -3.02119
H -2.16835 0.34231 1.91579
H -1.96705 1.97268 0.99277
C -0.70575 -0.80720 -0.15569
H -0.96353 1.41415 2.48346
H 1.89637 -0.43464 -0.19049
H 0.66059 -2.57799 -1.57711
```

Computed properties:
- E_HOMO (alpha / beta) (eV) = -13.1574 / -13.6265
- spin multiplicity = 1
- LUMO (alpha / beta) (eV) = -4.839 / -4.270
- net charge = +1
- orbital gap (alpha / beta) (eV) = 8.32 / 9.36

***

Least stable = two